Entry 1:
{
  "formula": "C99H231N3O3",
  "method": "wB97M-V/def2-TZVPD",
  "multiplicity": 1,
  "e_tot_ha": -4300.55460,
  "total_charge": 0,
  "gap_ev": 9.448,
  "largest_force_ev_per_a": 2.90,
  "species": ["C", "C", "C", "C", "C", "C", "H", "H", "H", "H", "H", "H", "H", "H", "H", "H", "H", "H", "H", "H", "C", "C", "C", "C", "C", "C", "H", "H", "H", "H", "H", "H", "H", "H", "H", "H", "H", "H", "H", "H", "C", "C", "C", "C", "C", "C", "H", "H", "H", "H", "H", "H", "H", "H", "H", "H", "H", "H", "H", "H", "C", "C", "C", "C", "C", "C", "H", "H", "H", "H", "H", "H", "H", "H", "H", "H", "H", "H", "H", "H", "C", "C", "C", "C", "C", "C", "H", "H", "H", "H", "H", "H", "H", "H", "H", "H", "H", "H", "H", "H", "C", "C", "C", "C", "C", "C", "H", "H", "H", "H", "H", "H", "H", "H", "H", "H", "H", "H", "H", "H", "C", "C", "C", "C", "C", "C", "H", "H", "H", "H", "H", "H", "H", "H", "H", "H", "H", "H", "H", "H", "C", "C", "C", "C", "C", "C", "H", "H", "H", "H", "H", "H", "H", "H", "H", "H", "H", "H", "H", "H", "C", "C", "C", "C", "C", "C", "H", "H", "H", "H", "H", "H", "H", "H", "H", "H", "H", "H", "H", "H", "C", "C", "C", "C", "C", "C", "H", "H", "H", "H", "H", "H", "H", "H", "H", "H", "H", "H", "H", "H", "C", "C", "C", "C", "C", "C", "H", "H", "H", "H", "H", "H", "H", "H", "H", "H", "H", "H", "H", "H", "C", "C", "C", "C", "C", "C", "H", "H", "H", "H", "H", "H", "H", "H", "H", "H", "H", "H", "H", "H", "C", "C", "C", "C", "C", "C", "H", "H", "H", "H", "H", "H", "H", "H", "H", "H", "H", "H", "H", "H", "C", "C", "C", "C", "C", "C", "H", "H", "H", "H", "H", "H", "H", "H", "H", "H", "H", "H", "H", "H", "C", "C", "C", "C", "C", "C", "H", "H", "H", "H", "H", "H", "H", "H", "H", "H", "H", "H", "H", "H", "C", "C", "O", "N", "C", "H", "H", "H", "H", "H", "H", "H", "C", "C", "O", "N", "C", "H", "H", "H", "H", "H", "H", "H", "C", "C", "O", "N", "C", "H", "H", "H", "H", "H", "H", "H"],
  "positions_angstrom": [[4.358, -3.102, 0.203], [5.165, -4.355, -0.030], [4.216, -5.468, -0.595], [4.866, -6.828, -0.788], [5.988, -6.844, -1.843], [6.334, -8.219, -2.374], [3.859, -2.768, -0.707], [4.898, -2.274, 0.663], [3.583, -3.333, 0.933], [6.017, -4.113, -0.666], [5.562, -4.831, 0.866], [3.712, -5.153, -1.508], [3.397, -5.688, 0.090], [5.172, -7.151, 0.207], [4.093, -7.540, -1.078], [5.663, -6.259, -2.703], [6.907, -6.425, -1.431], [5.529, -8.687, -2.942], [7.120, -8.074, -3.114], [6.675, -8.886, -1.582], [8.454, -1.707, -1.552], [7.972, -0.488, -2.423], [7.214, -0.972, -3.667], [5.835, -1.575, -3.298], [5.359, -2.431, -4.375], [3.992, -3.006, -4.223], [7.692, -2.190, -0.941], [9.254, -1.380, -0.887], [8.912, -2.475, -2.175], [7.320, 0.269, -1.986], [8.928, -0.012, -2.643], [7.781, -1.689, -4.260], [7.050, -0.131, -4.342], [5.928, -2.083, -2.338], [5.144, -0.756, -3.100], [5.622, -1.959, -5.322], [5.972, -3.327, -4.473], [3.878, -3.896, -4.842], [3.825, -3.362, -3.207], [3.166, -2.321, -4.420], [-3.670, 5.855, -0.213], [-2.491, 5.135, -0.808], [-2.829, 4.091, -1.869], [-3.686, 2.835, -1.508], [-3.438, 1.605, -2.375], [-3.943, 0.285, -1.780], [-4.588, 5.284, -0.070], [-3.938, 6.759, -0.759], [-3.324, 6.248, 0.743], [-1.725, 5.817, -1.176], [-2.007, 4.647, 0.038], [-1.841, 3.754, -2.184], [-3.332, 4.571, -2.708], [-3.488, 2.554, -0.474], [-4.727, 3.146, -1.589], [-3.957, 1.744, -3.324], [-2.403, 1.508, -2.703], [-3.605, -0.545, -2.399], [-3.479, 0.022, -0.830], [-5.027, 0.224, -1.686], [0.873, 7.448, -0.257], [0.512, 8.738, -1.000], [1.795, 9.346, -1.598], [1.618, 10.737, -2.250], [2.973, 11.381, -2.616], [2.963, 12.619, -3.524], [1.250, 6.788, -1.038], [-0.015, 6.966, 0.152], [1.519, 7.516, 0.618], [-0.145, 8.530, -1.845], [0.050, 9.441, -0.307], [2.190, 8.696, -2.379], [2.609, 9.390, -0.875], [0.993, 10.756, -3.143], [1.149, 11.313, -1.453], [3.375, 11.751, -1.673], [3.720, 10.645, -2.910], [2.151, 13.278, -3.216], [3.929, 13.104, -3.384], [2.872, 12.350, -4.576], [3.730, -10.056, 1.842], [4.034, -8.694, 2.496], [2.877, -7.731, 2.536], [3.325, -6.348, 3.047], [2.215, -5.267, 2.943], [2.732, -4.092, 3.756], [3.570, -9.907, 0.774], [2.951, -10.536, 2.434], [4.633, -10.635, 2.031], [4.420, -8.825, 3.507], [4.883, -8.250, 1.977], [2.173, -8.205, 3.221], [2.554, -7.743, 1.495], [3.743, -6.464, 4.047], [4.206, -5.979, 2.522], [2.007, -4.942, 1.924], [1.268, -5.610, 3.361], [2.188, -3.148, 3.706], [2.841, -4.356, 4.808], [3.694, -3.667, 3.470], [-5.308, -1.855, -4.366], [-4.252, -1.209, -5.241], [-4.941, -0.087, -5.990], [-4.033, 0.485, -7.121], [-4.333, 1.947, -7.561], [-3.618, 2.259, -8.890], [-6.031, -1.242, -3.827], [-4.910, -2.447, -3.542], [-5.932, -2.527, -4.957], [-3.491, -0.731, -4.624], [-3.772, -1.956, -5.872], [-4.969, 0.765, -5.311], [-5.920, -0.370, -6.376], [-3.010, 0.459, -6.747], [-3.963, -0.237, -7.935], [-5.392, 2.203, -7.579], [-3.894, 2.628, -6.832], [-3.696, 3.340, -8.999], [-2.591, 1.902, -8.955], [-4.195, 1.891, -9.738], [-4.788, -1.517, 3.204], [-4.894, -0.107, 3.854], [-5.398, 0.962, 2.860], [-5.481, 2.314, 3.546], [-5.996, 3.385, 2.503], [-6.520, 4.697, 3.026], [-5.772, -1.927, 2.978], [-4.357, -2.266, 3.868], [-4.111, -1.638, 2.358], [-5.418, -0.130, 4.810], [-3.892, 0.227, 4.122], [-6.354, 0.582, 2.499], [-4.762, 1.065, 1.981], [-6.193, 2.265, 4.370], [-4.542, 2.660, 3.978], [-5.166, 3.570, 1.822], [-6.820, 2.896, 1.982], [-7.347, 4.633, 3.733], [-5.712, 5.226, 3.532], [-6.841, 5.305, 2.180], [2.516, 4.042, 7.026], [1.455, 3.975, 5.873], [1.155, 5.412, 5.413], [0.135, 5.348, 4.287], [-0.088, 6.737, 3.636], [-1.310, 6.736, 2.728], [2.813, 3.008, 7.204], [2.182, 4.551, 7.930], [3.427, 4.515, 6.661], [1.773, 3.354, 5.036], [0.559, 3.509, 6.283], [2.069, 5.940, 5.139], [0.705, 6.073, 6.153], [0.412, 4.604, 3.540], [-0.817, 4.980, 4.672], [-0.111, 7.491, 4.423], [0.750, 7.009, 2.995], [-1.330, 6.016, 1.909], [-2.238, 6.490, 3.244], [-1.445, 7.694, 2.226], [-0.277, -2.742, -4.714], [-0.478, -1.177, -4.728], [0.817, -0.432, -4.777], [1.525, -0.438, -6.117], [2.937, 0.203, -5.992], [3.752, 0.102, -7.282], [0.192, -2.962, -3.755], [0.287, -3.083, -5.582], [-1.299, -3.111, -4.801], [-1.022, -0.894, -5.629], [-1.214, -0.858, -3.990], [1.501, -0.879, -4.055], [0.643, 0.583, -4.420], [1.580, -1.462, -6.487], [0.929, 0.142, -6.822], [2.861, 1.238, -5.659], [3.584, -0.299, -5.273], [3.911, -0.906, -7.664], [3.338, 0.674, -8.113], [4.751, 0.506, -7.116], [0.523, -0.799, 5.051], [-0.404, -1.823, 5.674], [-1.558, -2.349, 4.822], [-0.951, -3.189, 3.580], [-1.976, -3.829, 2.666], [-1.657, -5.295, 2.246], [1.256, -1.218, 4.361], [1.110, -0.344, 5.849], [0.006, 0.040, 4.586], [0.179, -2.700, 5.958], [-0.695, -1.434, 6.650], [-2.200, -1.509, 4.557], [-2.203, -2.987, 5.426], [-0.210, -2.568, 3.077], [-0.418, -3.944, 4.159], [-2.904, -3.859, 3.236], [-2.197, -3.167, 1.828], [-0.650, -5.350, 1.831], [-1.635, -5.918, 3.140], [-2.374, -5.702, 1.533], [4.076, -0.709, 5.251], [4.495, -0.731, 3.746], [5.192, 0.596, 3.314], [5.678, 0.691, 1.852], [6.375, 2.004, 1.444], [7.100, 1.880, 0.064], [4.877, -0.596, 5.981], [3.649, -1.651, 5.596], [3.423, 0.139, 5.456], [5.016, -1.594, 3.331], [3.611, -0.808, 3.112], [6.068, 0.828, 3.920], [4.478, 1.403, 3.481], [6.409, -0.113, 1.767], [4.906, 0.428, 1.129], [5.730, 2.879, 1.523], [7.164, 2.233, 2.160], [7.741, 2.740, -0.131], [7.687, 0.963, 0.006], [6.380, 1.880, -0.754], [0.860, -6.586, -4.391], [0.090, -6.796, -3.021], [0.992, -6.738, -1.806], [0.351, -7.046, -0.447], [0.217, -8.543, -0.213], [-0.305, -8.984, 1.174], [1.187, -5.561, -4.562], [0.397, -6.982, -5.295], [1.778, -7.173, -4.375], [-0.695, -6.042, -2.952], [-0.471, -7.731, -3.025], [1.214, -5.679, -1.672], [1.898, -7.341, -1.855], [0.935, -6.634, 0.375], [-0.645, -6.611, -0.358], [-0.379, -8.954, -1.028], [1.210, -8.961, -0.373], [-0.851, -8.213, 1.717], [-0.946, -9.865, 1.153], [0.575, -9.132, 1.800], [-4.518, -2.882, 8.977], [-4.414, -1.639, 8.048], [-3.481, -0.487, 8.445], [-3.253, 0.588, 7.352], [-2.402, 1.775, 7.804], [-2.342, 2.760, 6.630], [-5.093, -2.617, 9.865], [-3.535, -3.213, 9.310], [-4.948, -3.703, 8.403], [-4.086, -2.132, 7.133], [-5.403, -1.243, 7.819], [-2.567, -0.916, 8.856], [-4.033, -0.048, 9.276], [-2.846, 0.182, 6.426], [-4.245, 0.930, 7.054], [-2.734, 2.205, 8.749], [-1.381, 1.460, 8.021], [-3.351, 3.118, 6.424], [-1.706, 3.621, 6.834], [-1.915, 2.279, 5.750], [2.680, 4.505, 1.509], [1.595, 3.659, 0.845], [1.884, 3.310, -0.665], [2.799, 2.088, -0.727], [3.132, 1.543, -2.156], [4.096, 2.382, -3.047], [2.885, 5.463, 1.032], [3.599, 3.939, 1.359], [2.488, 4.620, 2.576], [1.523, 2.754, 1.447], [0.642, 4.187, 0.863], [2.339, 4.213, -1.072], [0.926, 3.157, -1.161], [3.782, 2.372, -0.352], [2.412, 1.277, -0.109], [3.584, 0.558, -2.040], [2.197, 1.374, -2.690], [4.975, 2.767, -2.530], [4.368, 1.699, -3.852], [3.618, 3.234, -3.529], [-0.040, -2.650, -0.460], [0.578, -1.272, -0.651], [-0.325, -0.081, -0.309], [-0.517, 0.208, 1.166], [-1.433, 1.456, 1.369], [-1.244, 2.120, 2.787], [-0.151, -2.818, 0.611], [0.526, -3.498, -0.846], [-1.019, -2.688, -0.936], [1.480, -1.093, -0.066], [0.862, -1.253, -1.703], [-1.284, -0.307, -0.775], [0.033, 0.783, -0.869], [-0.900, -0.696, 1.639], [0.478, 0.421, 1.557], [-1.232, 2.176, 0.575], [-2.491, 1.221, 1.254], [-1.317, 1.369, 3.574], [-0.230, 2.513, 2.858], [-1.877, 2.985, 2.987], [-7.723, 1.830, -0.541], [-7.814, 1.199, -1.948], [-7.559, -0.021, -2.102], [-8.097, 2.031, -2.988], [-8.010, 1.708, -4.416], [-7.459, 2.887, -0.528], [-6.964, 1.294, 0.029], [-8.644, 1.588, -0.011], [-8.488, 2.947, -2.819], [-8.956, 1.340, -4.812], [-7.286, 0.910, -4.578], [-7.670, 2.658, -4.830], [-5.404, -4.416, -0.425], [-6.595, -4.585, 0.508], [-6.747, -5.655, 1.107], [-7.420, -3.629, 0.858], [-7.708, -2.433, 0.152], [-4.668, -5.117, -0.033], [-4.858, -3.474, -0.373], [-5.666, -4.701, -1.444], [-8.103, -3.898, 1.551], [-7.280, -2.423, -0.851], [-7.312, -1.589, 0.716], [-8.783, -2.289, 0.051], [-1.184, 3.345, -5.080], [-1.633, 4.774, -5.187], [-2.749, 5.028, -5.638], [-0.873, 5.761, -4.639], [0.448, 5.732, -4.085], [-0.670, 3.061, -4.162], [-0.451, 3.161, -5.866], [-2.043, 2.690, -5.232], [-1.387, 6.631, -4.628], [1.163, 5.723, -4.907], [0.659, 4.816, -3.533], [0.605, 6.643, -3.507]]
}

Entry 2:
{
  "formula": "C9H10BrN2OS",
  "method": "wB97M-V/def2-TZVPD",
  "multiplicity": 1,
  "e_tot_ha": -3505.44638,
  "total_charge": 1,
  "gap_ev": 5.637,
  "largest_force_ev_per_a": 5.93,
  "smiles": "O=[N+]1C[C@@H]2CNC[C@@]21c1cc(Br)cs1",
  "species": ["C", "C", "C", "C", "C", "C", "C", "C", "C", "N", "N", "O", "S", "Br", "H", "H", "H", "H", "H", "H", "H", "H", "H", "H"],
  "positions_angstrom": [[2.480, 0.175, 0.215], [3.230, -1.210, -1.519], [3.574, -0.335, -0.526], [1.370, -0.256, -0.355], [-2.396, -0.946, 0.240], [-0.637, -0.136, 1.516], [-1.822, 1.437, -0.795], [-1.548, -0.142, -0.782], [-0.287, 0.291, 0.156], [-2.092, -0.254, 1.429], [-0.574, 1.684, -0.128], [0.038, 2.651, 0.125], [1.513, -1.402, -1.712], [5.210, 0.447, 0.017], [2.526, 0.857, 1.092], [3.877, -1.844, -1.891], [-3.508, -1.033, 0.010], [-2.097, -1.997, 0.167], [-0.176, -1.217, 1.690], [-0.151, 0.556, 2.307], [-1.997, 1.946, -1.755], [-2.651, 1.712, -0.144], [-1.303, -0.606, -1.711], [-2.579, -0.378, 2.355]]
}

Entry 3:
{
  "formula": "C9H10Cl2FI2Ir",
  "method": "wB97M-V/def2-TZVPD",
  "multiplicity": 1,
  "e_tot_ha": -2068.24388,
  "total_charge": 2,
  "gap_ev": 7.167,
  "largest_force_ev_per_a": 0.67,
  "species": ["Ir", "I", "C", "I", "H", "H", "Cl", "C", "Cl", "H", "H", "F", "C", "C", "C", "C", "C", "C", "C", "H", "H", "H", "H", "H", "H"],
  "positions_angstrom": [[0.657, 0.376, 0.550], [3.241, 0.361, 0.070], [3.582, 1.005, 2.082], [1.606, 1.266, 2.864], [4.110, 1.951, 2.079], [4.095, 0.225, 2.633], [-1.627, 1.127, 0.907], [-1.269, 2.829, 0.402], [0.290, 2.822, -0.449], [-1.198, 3.440, 1.294], [-2.059, 3.141, -0.272], [-2.895, -0.398, -3.081], [-2.002, -0.770, -2.179], [-0.684, -0.500, -2.374], [0.250, -0.922, -1.390], [-0.209, -1.600, -0.215], [0.717, -1.702, 0.890], [-1.604, -1.858, -0.075], [-2.475, -1.481, -1.050], [-0.354, -0.038, -3.295], [1.278, -1.037, -1.711], [1.714, -2.073, 0.676], [0.322, -2.069, 1.831], [-1.952, -2.390, 0.801], [-3.532, -1.708, -0.987]]
}

Entry 4:
{
  "formula": "C9H10Cl2Si",
  "method": "wB97M-V/def2-TZVPD",
  "multiplicity": 1,
  "e_tot_ha": -1558.74172,
  "total_charge": 0,
  "gap_ev": [7.374, 7.636],
  "largest_force_ev_per_a": 4.78,
  "species": ["C", "C", "C", "C", "C", "C", "C", "C", "C", "Si", "Cl", "Cl", "H", "H", "H", "H", "H", "H", "H", "H", "H", "H"],
  "positions_angstrom": [[3.248, 0.787, 0.044], [2.795, 0.149, -1.109], [2.576, 0.682, 1.191], [1.739, -0.748, -1.061], [1.508, -0.184, 1.270], [1.026, -0.805, 0.142], [-3.329, 0.643, 0.453], [-2.594, 1.361, -0.674], [-2.849, -0.066, -0.700], [-0.438, -1.906, 0.214], [-0.939, -2.338, 2.109], [-0.186, -3.554, -1.011], [4.030, 1.380, 0.028], [3.278, 0.343, -1.997], [3.043, 1.044, 2.143], [1.269, -1.119, -1.986], [1.046, -0.368, 2.300], [-2.726, 0.584, 1.413], [-4.447, 0.948, 0.639], [-3.299, 2.033, -1.292], [-1.570, 1.751, -0.485], [-3.180, -0.616, -1.633]]
}

Number 1 is which compound?
C99H231N3O3

Which formula does entry 2 have?
C9H10BrN2OS